1.
# C2H8S3

A 2-piece molecular cluster, C2H8S3 overall (ωB97M-V/def2-TZVPD, the OMol25 dataset).

Summary:
2S+1 = 2
E_HOMO (spin up / spin down) = -0.1 / -3.3 eV
total charge = -1
F_max = 3.14 eV/A
calculated total energy = -34707.884 eV
gap between HOMO and LUMO (spin up / spin down) = 2.62 / 5.84 eV
ΔE to the lowest compared entry with this formula, charge and spin = 35.6 kcal/mol

Geometry (Å):
S  -4.014  -1.800  -0.231
S  -3.952  -1.393  1.919
H  -3.402  -2.981  -0.522
H  -4.430  -2.591  2.318
C  3.839  3.046  -0.295
S  3.936  1.275  -0.343
C  4.145  0.821  -2.168
H  4.832  3.381  -0.269
H  3.356  3.648  0.481
H  3.635  3.656  -1.175
H  5.209  0.833  -2.301
H  3.676  -0.155  -2.490
H  3.702  1.697  -2.772


2.
# C16H44N5O7

A 5-piece molecular cluster, C16H44N5O7 overall (ωB97M-V/def2-TZVPD, the OMol25 dataset).

Summary:
2S+1 = 2
E_HOMO (spin up / spin down) = 3.2 / -3.0 eV
total charge = -2
F_max = 3.48 eV/A
calculated total energy = -39079.179 eV
gap between HOMO and LUMO (spin up / spin down) = 0.98 / 7.17 eV

Geometry (Å):
N  -6.651  -7.269  15.285
O  -5.903  -7.925  14.624
O  -7.014  -6.133  14.922
O  -7.059  -7.801  16.382
C  -11.525  -9.466  14.945
C  -10.652  -10.020  16.163
C  -10.844  -11.492  16.471
O  -9.883  -12.105  17.341
C  -10.235  -13.419  17.684
N  -9.275  -9.906  15.768
H  -11.467  -8.382  15.042
H  -12.556  -9.815  14.902
H  -11.093  -9.705  13.973
H  -10.826  -9.365  17.017
H  -10.830  -12.044  15.532
H  -11.818  -11.645  16.937
H  -9.592  -13.800  18.478
H  -10.102  -14.045  16.802
H  -11.272  -13.464  18.016
H  -9.075  -9.027  15.312
H  -9.213  -10.536  14.981
C  -7.135  -3.255  17.169
C  -5.775  -3.753  17.654
C  -5.855  -5.123  18.253
O  -4.604  -5.655  18.807
C  -4.186  -5.011  20.019
N  -4.963  -3.652  16.450
H  -7.548  -3.913  16.404
H  -7.036  -2.232  16.804
H  -7.796  -3.219  18.035
H  -5.461  -3.047  18.423
H  -6.201  -5.852  17.520
H  -6.708  -5.188  18.928
H  -4.964  -4.847  20.764
H  -3.590  -4.134  19.766
H  -3.441  -5.663  20.474
H  -4.844  -2.667  16.261
H  -5.320  -4.180  15.666
C  -9.388  -6.500  11.625
C  -9.537  -7.966  12.145
C  -8.800  -8.936  11.197
O  -9.238  -8.721  9.876
C  -8.499  -9.513  8.846
N  -8.901  -7.947  13.411
H  -9.221  -6.404  10.552
H  -8.602  -5.914  12.102
H  -10.327  -5.955  11.722
H  -10.600  -8.202  12.097
H  -9.107  -9.913  11.572
H  -7.731  -8.779  11.341
H  -8.472  -10.562  9.142
H  -7.432  -9.344  8.697
H  -8.986  -9.403  7.877
H  -8.087  -8.545  13.442
H  -8.586  -7.002  13.575
C  -2.052  -5.084  16.545
C  -1.932  -6.603  16.388
C  -1.205  -7.322  17.614
O  -0.591  -8.577  17.315
C  0.410  -9.067  18.271
N  -3.269  -7.201  16.102
H  -1.115  -4.602  16.266
H  -2.304  -4.703  17.534
H  -2.765  -4.703  15.815
H  -1.290  -6.866  15.548
H  -1.951  -7.507  18.387
H  -0.437  -6.698  18.070
H  0.172  -8.875  19.317
H  1.362  -8.593  18.033
H  0.634  -10.132  18.215
H  -3.701  -6.412  15.642
H  -3.632  -7.404  17.022


3.
# C7H10F8NO

An isolated ion of composition C7H10F8NO and charge +1 (ωB97M-V/def2-TZVPD, the OMol25 dataset).

Summary:
SMILES string = CCOC[NH+](C(F)(F)C(F)F)C(F)(F)C(F)F
E_HOMO = -15.4 eV
total charge = +1
F_max = 1.07 eV/A
calculated total energy = -32690.434 eV
gap between HOMO and LUMO = 12.69 eV

Geometry (Å):
C  3.676  -0.122  0.564
C  2.585  0.575  -0.235
O  1.425  0.868  0.571
C  0.542  -0.156  0.697
N  -0.660  0.174  -0.215
C  -1.689  1.041  0.454
F  -1.043  1.763  1.383
F  -2.582  0.230  1.054
C  -2.422  1.973  -0.542
F  -3.024  2.912  0.204
F  -1.492  2.524  -1.335
C  -1.234  -1.048  -0.875
F  -2.347  -0.691  -1.506
F  -0.307  -1.382  -1.787
C  -1.492  -2.247  0.122
F  -0.618  -3.222  -0.183
F  -2.753  -2.667  -0.085
H  3.276  -0.607  1.444
H  4.140  -0.889  -0.042
H  4.433  0.585  0.860
H  2.952  1.527  -0.584
H  2.308  0.011  -1.121
H  0.969  -1.093  0.353
H  0.188  -0.279  1.711
H  -0.246  0.742  -0.969
H  -3.180  1.440  -1.105
H  -1.403  -1.963  1.167


4.
# C5H8O

One molecule with the formula C5H8O (ωB97M-V/def2-TZVPD, the OMol25 dataset).

Summary:
SMILES string = C=C/C(O)=C/C
E_HOMO = -8.3 eV
F_max = 1.74 eV/A
calculated total energy = -7360.611 eV
gap between HOMO and LUMO = 9.22 eV
ΔE to the lowest compared entry with this formula, charge and spin = 37.9 kcal/mol

Geometry (Å):
C  -0.739  -2.254  0.490
C  0.319  -1.442  0.423
C  0.277  -0.062  -0.102
O  1.509  0.481  -0.382
C  -0.795  0.716  -0.112
C  -0.731  2.207  -0.237
H  -1.662  -1.937  0.025
H  -0.585  -3.203  0.952
H  1.241  -1.824  0.839
H  2.180  0.189  0.246
H  -1.730  0.185  0.018
H  0.179  2.685  0.094
H  -1.027  2.522  -1.234
H  -1.543  2.577  0.404


5.
# C9H16Ag5Br8O3

C9H16Ag5Br8O3 as an isolated structure (ωB97M-V/def2-TZVPD, the OMol25 dataset).

Summary:
E_HOMO = -13.5 eV
total charge = +3
F_max = 5.47 eV/A
calculated total energy = -596030.246 eV
gap between HOMO and LUMO = 2.77 eV
ΔE to the lowest compared entry with this formula, charge and spin = 0.0 kcal/mol

Geometry (Å):
Ag  -0.615  6.161  1.629
Ag  -7.506  1.934  5.808
Ag  -5.442  -2.023  1.121
Ag  -2.211  3.107  6.449
Ag  -6.690  3.807  0.740
C  -2.453  1.527  1.872
O  -1.368  1.991  2.234
O  -3.398  1.388  2.620
O  -2.796  1.554  0.684
Br  2.829  0.118  -5.411
C  1.960  -0.050  -3.638
C  2.539  0.955  -2.675
Br  2.242  2.838  -3.036
H  2.201  -1.017  -3.196
H  0.878  -0.171  -3.682
H  3.627  0.891  -2.705
H  2.233  0.763  -1.647
Br  3.572  -4.390  3.781
C  1.824  -4.014  2.896
C  1.717  -4.766  1.670
Br  -0.113  -4.522  1.059
H  1.745  -2.983  2.552
H  1.045  -4.042  3.658
H  1.803  -5.833  1.874
H  2.471  -4.593  0.902
Br  4.610  4.661  4.341
C  5.303  2.742  4.260
C  6.409  2.701  3.270
Br  7.562  1.118  3.676
H  4.481  2.042  4.109
H  5.812  2.568  5.208
H  7.086  3.523  3.503
H  6.092  2.640  2.229
Br  -6.742  -1.905  -7.742
C  -5.516  -1.190  -6.456
C  -6.142  -1.213  -5.055
Br  -6.580  -2.972  -4.372
H  -5.213  -0.179  -6.728
H  -4.602  -1.775  -6.559
H  -7.093  -0.691  -4.949
H  -5.559  -0.698  -4.290


6.
# C33H26Cl2CoN6O4

C33H26Cl2CoN6O4 as an isolated structure (ωB97M-V/def2-TZVPD, the OMol25 dataset).

Summary:
2S+1 = 4
E_HOMO (spin up / spin down) = -0.7 / -0.7 eV
total charge = -2
F_max = 1.61 eV/A
calculated total energy = -114448.255 eV
gap between HOMO and LUMO (spin up / spin down) = 5.08 / 5.09 eV
ΔE to the lowest compared entry with this formula, charge and spin = 15.1 kcal/mol

Geometry (Å):
Co  0.324  -0.996  0.520
Cl  7.078  0.427  1.241
C  5.392  0.507  0.728
C  4.525  -0.518  1.132
C  3.193  -0.489  0.776
N  2.211  -1.448  1.108
C  2.477  -2.694  1.409
O  3.340  -3.192  2.137
C  1.583  -3.651  0.586
C  1.862  -5.002  0.529
C  1.184  -5.791  -0.396
C  0.244  -5.213  -1.215
C  -0.002  -3.852  -1.069
N  0.660  -3.103  -0.194
C  2.662  0.573  -0.074
C  3.565  1.603  -0.427
C  4.897  1.553  -0.024
Cl  5.950  2.875  -0.521
N  1.355  0.433  -0.451
C  0.544  1.592  -1.037
O  1.165  2.563  -1.711
C  -0.047  2.089  0.316
C  0.277  3.372  0.753
C  -0.111  3.774  2.019
C  -0.825  2.893  2.824
C  -1.068  1.623  2.326
N  -0.677  1.211  1.120
H  4.895  -1.332  1.741
H  2.623  -5.394  1.192
H  1.400  -6.850  -0.480
H  -0.300  -5.792  -1.950
H  -0.752  -3.330  -1.660
H  3.193  2.406  -1.049
H  0.846  3.990  0.068
H  0.148  4.764  2.384
H  -1.165  3.170  3.816
H  -1.601  0.890  2.931
O  -3.514  -2.478  0.522
C  -2.384  -1.996  0.680
O  -1.643  -1.389  -0.137
C  -1.798  -2.134  2.109
C  -2.569  -2.617  3.156
C  -2.040  -2.617  4.436
C  -0.759  -2.141  4.630
C  -0.043  -1.707  3.525
N  -0.554  -1.710  2.300
H  -3.566  -2.967  2.924
H  -2.622  -2.981  5.276
H  -0.311  -2.107  5.615
H  0.978  -1.345  3.609
C  -1.213  4.444  -1.692
N  -2.496  3.782  -1.923
C  -2.839  3.817  -3.333
C  -2.522  2.432  -1.317
C  -1.861  1.300  -2.095
C  -2.672  0.612  -3.010
C  -2.178  -0.371  -3.848
C  -0.821  -0.688  -3.774
C  -0.024  -0.054  -2.836
C  -0.522  0.923  -1.964
H  -1.232  5.423  -2.186
H  -0.346  3.869  -2.054
H  -1.080  4.611  -0.620
H  -2.998  4.859  -3.631
H  -3.766  3.269  -3.512
H  -2.064  3.386  -3.985
H  -3.571  2.162  -1.163
H  -2.072  2.538  -0.331
H  -3.732  0.849  -3.045
H  -2.837  -0.880  -4.546
H  -0.394  -1.442  -4.429
H  1.024  -0.311  -2.748


7.
# C2H6ClFeNO3P2

C2H6ClFeNO3P2 as an isolated structure (ωB97M-V/def2-TZVPD, the OMol25 dataset).

Summary:
2S+1 = 6
E_HOMO (spin up / spin down) = -22.5 / -21.8 eV
total charge = +3
F_max = 1.99 eV/A
calculated total energy = -75250.725 eV
gap between HOMO and LUMO (spin up / spin down) = 9.26 / 5.61 eV

Geometry (Å):
N  -0.381  2.532  0.154
P  -1.327  1.261  0.404
C  -0.276  -0.315  0.034
O  0.482  -0.006  -1.091
C  0.855  -1.173  -1.867
O  0.571  -2.242  -1.469
P  0.796  -0.610  1.643
O  2.290  -0.616  1.222
Cl  0.330  -2.296  2.404
H  -0.099  3.250  0.831
H  -1.709  1.264  1.758
H  -2.493  1.321  -0.418
H  -0.956  -1.193  -0.074
H  1.362  -0.917  -2.802
H  2.612  0.198  0.781
Fe  -2.055  -0.457  -1.511


8.
# C30H42GeN2OPtSb

C30H42GeN2OPtSb as an isolated structure (ωB97M-V/def2-TZVPD, the OMol25 dataset).

Summary:
E_HOMO = -17.4 eV
total charge = +3
F_max = 0.77 eV/A
calculated total energy = -103091.137 eV
gap between HOMO and LUMO = 6.56 eV
ΔE to the lowest compared entry with this formula, charge and spin = 28.6 kcal/mol

Geometry (Å):
Pt  0.650  -1.224  -0.400
C  2.428  -3.062  -2.342
C  3.116  -2.978  -1.013
O  2.645  -1.755  -0.268
H  2.823  -3.934  -2.867
H  2.623  -2.187  -2.962
H  1.350  -3.222  -2.247
H  4.191  -2.835  -1.104
H  2.912  -3.835  -0.373
H  2.969  -1.807  0.646
C  -1.689  0.335  2.411
Ge  -1.019  -1.483  2.625
C  -2.228  -2.833  1.917
C  -0.429  -1.828  4.445
C  0.710  -1.689  1.613
H  -2.728  0.367  2.742
H  -1.647  0.691  1.381
H  -1.132  1.032  3.038
H  -3.212  -2.727  2.376
H  -1.863  -3.833  2.147
H  -2.350  -2.757  0.835
H  -1.291  -1.777  5.111
H  0.294  -1.078  4.764
H  0.014  -2.818  4.542
H  1.034  -2.735  1.536
H  1.514  -1.092  2.052
N  -1.174  -0.788  -0.949
C  -2.346  -0.880  -0.963
N  -3.610  -0.954  -0.973
C  -4.482  0.023  -0.249
C  -5.414  -0.743  0.673
C  -6.219  -1.779  -0.108
C  -5.294  -2.756  -0.829
C  -4.326  -2.030  -1.746
H  -5.037  0.559  -1.021
H  -3.838  0.727  0.276
H  -6.070  -0.026  1.169
H  -4.823  -1.233  1.453
H  -6.860  -1.272  -0.834
H  -6.879  -2.322  0.566
H  -5.868  -3.452  -1.442
H  -4.734  -3.356  -0.107
H  -4.846  -1.514  -2.554
H  -3.571  -2.683  -2.180
C  -1.200  5.044  -0.479
C  0.176  5.130  -0.320
C  0.952  3.981  -0.362
C  0.327  2.749  -0.571
C  -1.048  2.655  -0.737
C  -1.809  3.813  -0.688
Sb  1.718  1.198  -0.611
C  2.872  1.252  1.110
C  4.255  1.070  1.075
C  4.978  1.196  2.252
C  4.325  1.497  3.442
C  2.946  1.688  3.468
C  2.211  1.569  2.301
C  2.759  1.159  -2.397
C  2.246  1.950  -3.428
C  2.957  2.046  -4.614
C  4.147  1.347  -4.767
C  4.643  0.546  -3.740
C  3.948  0.439  -2.549
H  -1.801  5.943  -0.446
H  0.649  6.090  -0.162
H  2.026  4.066  -0.227
H  -1.517  1.702  -0.923
H  -2.881  3.762  -0.821
H  4.776  0.865  0.149
H  6.052  1.074  2.239
H  4.897  1.600  4.355
H  2.453  1.947  4.395
H  1.141  1.747  2.315
H  1.320  2.500  -3.309
H  2.583  2.665  -5.417
H  4.699  1.425  -5.694
H  5.574  0.012  -3.872
H  4.336  -0.183  -1.753


9.
# C43H35AsF10N3PPt

C43H35AsF10N3PPt as an isolated structure (ωB97M-V/def2-TZVPD, the OMol25 dataset).

Summary:
E_HOMO (spin up / spin down) = -11.7 / -11.7 eV
total charge = +2
F_max = 2.46 eV/A
calculated total energy = -150156.670 eV
gap between HOMO and LUMO (spin up / spin down) = 2.46 / 2.46 eV

Geometry (Å):
Pt  -0.129  0.053  -1.776
C  -1.810  -2.626  -2.313
N  -1.209  -1.550  -3.096
C  -0.144  -2.117  -3.937
C  0.894  -1.114  -4.445
N  1.313  -0.221  -3.396
C  2.453  0.468  -3.511
C  2.926  1.206  -2.393
F  2.093  1.309  -1.335
C  4.176  1.780  -2.309
F  4.555  2.363  -1.174
C  5.037  1.726  -3.410
F  6.257  2.225  -3.334
C  4.571  1.132  -4.589
F  5.341  1.152  -5.665
C  3.327  0.519  -4.640
F  2.943  -0.015  -5.806
C  -2.263  -0.836  -3.830
C  -1.910  0.586  -4.268
N  -1.386  1.354  -3.174
C  -1.271  2.677  -3.279
C  -1.598  3.493  -4.403
F  -1.915  2.924  -5.573
C  -1.614  4.877  -4.340
F  -1.951  5.577  -5.412
C  -1.281  5.545  -3.157
F  -1.353  6.860  -3.077
C  -0.875  4.787  -2.054
F  -0.522  5.384  -0.920
C  -0.858  3.413  -2.136
F  -0.449  2.694  -1.068
H  -2.255  -3.378  -2.975
H  -1.058  -3.114  -1.693
H  -2.598  -2.235  -1.672
H  0.388  -2.860  -3.336
H  -0.576  -2.632  -4.803
H  1.741  -1.699  -4.827
H  0.508  -0.541  -5.297
H  -2.554  -1.405  -4.721
H  -3.131  -0.770  -3.170
H  -1.209  0.579  -5.109
H  -2.840  1.036  -4.638
C  -0.265  -0.977  1.937
C  -0.402  -0.353  3.317
As  -0.033  -1.610  4.835
C  1.721  -2.345  4.453
C  2.716  -1.523  3.919
C  3.984  -2.025  3.700
C  4.284  -3.333  4.054
C  3.311  -4.145  4.620
C  2.042  -3.645  4.849
C  -1.368  -3.006  4.525
C  -2.651  -2.783  5.022
C  -3.663  -3.689  4.762
C  -3.391  -4.834  4.029
C  -2.110  -5.069  3.555
C  -1.092  -4.165  3.808
P  -0.340  0.355  0.615
C  0.948  1.460  1.280
C  2.223  0.905  1.431
C  3.267  1.670  1.913
C  3.043  2.993  2.271
C  1.784  3.550  2.124
C  0.741  2.795  1.612
C  -1.988  1.070  0.887
C  -2.940  0.719  -0.069
C  -4.246  1.152  0.041
C  -4.608  1.978  1.093
C  -3.664  2.343  2.038
C  -2.361  1.883  1.954
H  -1.063  -1.701  1.754
H  0.697  -1.490  1.833
H  -1.416  0.019  3.477
H  0.290  0.486  3.437
H  2.496  -0.488  3.687
H  4.750  -1.392  3.278
H  5.287  -3.709  3.924
H  3.551  -5.158  4.908
H  1.296  -4.260  5.340
H  -2.847  -1.904  5.625
H  -4.657  -3.514  5.145
H  -4.174  -5.551  3.840
H  -1.897  -5.966  2.993
H  -0.094  -4.351  3.431
H  2.395  -0.128  1.152
H  4.254  1.245  2.010
H  3.853  3.594  2.653
H  1.614  4.580  2.400
H  -0.221  3.252  1.455
H  -2.626  0.108  -0.912
H  -4.982  0.851  -0.685
H  -5.622  2.333  1.179
H  -3.943  2.991  2.853
H  -1.647  2.173  2.710